# C35H67Cl30INO5

A 16-piece molecular cluster, C35H67Cl30INO5 overall in a non-equilibrium geometry (ωB97M-V with the def2-TZVPD basis set, the OMol25 dataset).

## Properties
**DFT total energy**: -15908.34086 Eh
**F_max**: 0.059 Eh/bohr
**HOMO-LUMO gap**: 0.2345 hartree
**Total charge**: -1
**E_HOMO**: -0.18373 hartree
**Lowest unoccupied orbital energy**: 1.380 eV

```
139
C35H67Cl30INO5, DFT ωB97M-V with the def2-TZVPD basis set
H -2.8176 -6.3433 5.0758
H -3.9030 4.7049 2.4511
C -2.6981 -11.3528 8.1442
H -1.2203 -3.0204 3.3995
C -4.7236 5.2282 2.9392
O -3.6100 1.6536 -1.3483
H -4.4773 -11.5734 6.9834
C 0.7087 12.2060 -3.8291
H 1.6967 2.8736 -3.4732
C -3.3990 -11.6025 6.8336
C 2.1500 -1.7003 0.6397
Cl -6.0190 5.7437 5.2983
H -5.1269 -5.7660 9.5151
C -4.8355 4.7770 4.3721
H -4.5359 6.2969 2.8697
Cl 1.1482 10.6601 -3.0611
H 5.5458 3.4142 1.6073
C 3.4540 2.9722 1.5282
H 1.0321 0.7928 -4.3168
H -5.2307 -7.3811 3.4857
C 3.6430 -1.8748 0.6359
H 9.2084 -6.9388 0.0522
Cl -0.5369 6.7863 -5.6479
Cl -5.0120 -7.4017 7.8433
C -1.2007 1.0865 -3.4227
H -0.5336 4.3305 -2.8366
C -4.7536 -6.6906 4.1775
H -6.3119 -0.2191 0.6078
H -1.1660 5.9155 -2.3849
H 2.3431 6.7537 -5.3764
C -1.3484 4.8449 -2.3282
C 9.3835 -7.9416 -0.3290
C 1.8737 1.0123 -2.3108
H -3.3394 2.5278 -3.6155
H 2.8222 2.9296 -2.0648
Cl 4.4372 -0.4634 -0.1124
Cl -2.8320 4.4907 -3.2418
H -7.1757 2.1652 0.7183
Cl 0.6999 -4.2691 2.8351
H -4.9929 -2.1039 -7.4843
H 7.4718 -1.3959 -2.3052
H -6.2545 -1.1192 -6.7397
C 6.6960 3.8532 -2.9614
H 0.7758 8.7278 -5.6351
H 8.7710 -9.1888 -1.9805
H 3.4756 2.2550 0.7103
H 6.2241 -1.8603 -1.1467
Cl 5.6955 2.5534 -2.2546
H 2.8702 0.6024 -2.4428
C 0.6012 7.9391 -4.9044
H 7.4780 4.0815 -2.2383
H -0.4799 4.4860 -0.4095
O -0.8754 2.0682 -4.0185
C 1.9087 7.2882 -4.5349
H 1.5309 0.7517 -1.3097
H 1.6656 -2.6166 0.9653
H -3.8742 4.8956 4.8691
H 0.1163 8.3781 -4.0401
Cl 1.7251 6.1392 -3.1888
C -5.2299 -1.1115 -7.1082
H -5.0376 1.0013 0.5403
C -4.2962 -0.7024 -5.9981
H 6.5645 5.9000 -3.5713
H 1.0482 2.9340 -1.8574
H 5.3389 5.4335 -2.4007
Cl 8.6767 -6.9778 -2.7842
H -4.9657 -4.5351 7.3022
O -0.3577 0.2273 -2.8413
H -6.3242 2.3635 2.2432
Cl 4.7144 4.7235 -0.1512
O -3.3658 1.6183 -3.9840
Cl 1.8790 3.8047 1.4932
H 1.7822 -1.4583 -0.3553
C -3.3312 -7.0945 4.4675
Cl 4.7374 4.8400 -4.5883
C 1.8799 2.5518 -2.4508
Cl -2.3763 -7.3468 2.9730
Cl -1.3921 -3.0087 0.5070
C 4.6070 3.9436 1.4500
H -4.4534 -1.3426 -5.1313
C -1.7721 -4.2607 1.7161
H -3.8418 -3.9639 8.5363
Cl 5.6492 -2.4325 -3.3538
H 8.0598 -3.8444 -2.5942
H -1.2101 12.3078 -2.8493
Cl -6.1923 4.8630 2.0007
C 6.7928 -2.1949 -2.0095
Cl -3.0115 -10.3595 5.6184
C -0.7820 12.4239 -3.8418
H 8.3523 -3.2217 -0.9695
C -6.7943 1.6413 1.5923
C -1.4450 4.3730 -0.9018
H 3.9074 -2.7480 0.0392
Cl -5.0243 -0.1581 2.5923
Cl -5.1868 0.0218 -8.4883
Cl -1.6112 11.2909 -4.9377
C 0.9493 0.3545 -3.3303
Cl 6.5547 -4.7256 -1.0083
H -5.3247 -6.6825 5.1024
C -4.1015 -4.8102 7.9028
H -2.8466 -4.2331 1.8767
Cl -2.7275 -5.0710 6.7964
H 1.1932 12.9947 -3.2555
N -2.5666 0.7610 -3.2454
H -1.4064 -4.7337 3.7706
C -5.8236 0.5727 1.1697
Cl -0.9370 -11.5952 8.0231
H -3.3239 -8.0390 5.0091
Cl -2.6243 5.3401 0.0229
C 5.8967 5.0965 -3.2629
H -3.0631 -12.0527 8.8944
Cl 1.6158 -0.4119 1.7502
Cl -8.2181 0.9667 2.4537
H -1.5148 -5.2260 1.2910
H 4.5241 4.7249 2.2016
Cl 11.1233 -8.0994 -0.6912
H 2.6182 8.0482 -4.2093
H 1.1209 12.2124 -4.8350
H -4.4570 0.3280 -5.6915
H -5.1295 3.7324 4.4392
H -3.4765 -6.3464 9.2823
H -3.1372 -12.5723 6.4181
C 7.5797 -3.4433 -1.7046
C -2.9120 0.7375 -1.8122
C 8.5224 -8.2308 -1.5309
I 1.6782 -1.7077 -3.6081
H -1.0032 13.4295 -4.1962
Cl -4.8742 -5.0502 3.4881
O -2.4790 -0.1648 -1.1442
H -1.7429 3.3264 -0.8382
H 7.4748 -8.2525 -1.2336
H 9.1598 -8.6545 0.4630
H 4.0507 -2.0098 1.6348
H -2.8752 -10.3416 8.5026
C -4.3754 -6.0161 8.7681
H 3.5004 2.4208 2.4658
C -1.0564 -4.0266 3.0208
Cl -2.5869 -0.8714 -6.4579
H 7.1645 3.4584 -3.8595
```

---

# C31H37F3N2O3

A 8-piece molecular cluster, C31H37F3N2O3 overall in a non-equilibrium geometry (ωB97M-V with the def2-TZVPD basis set, the OMol25 dataset).

## Properties
**DFT total energy**: -1838.14465 Eh
**F_max**: 0.079 Eh/bohr
**HOMO-LUMO gap**: 0.3559 hartree
**E_HOMO**: -0.33471 hartree
**Lowest unoccupied orbital energy**: 0.576 eV

```
76
C31H37F3N2O3, DFT ωB97M-V with the def2-TZVPD basis set
F 0.1744 -1.7832 2.1443
H -0.9199 0.3425 -1.0939
O 3.0896 0.6066 1.5504
H -0.3638 0.2706 3.8471
H 1.4954 -3.7109 5.9470
H 3.3762 1.5288 3.3426
F -5.0679 2.4131 4.2463
C 3.0536 -1.1465 -5.0196
H -5.8719 -1.1207 -2.3270
C -3.9307 -0.4388 0.8520
H -4.9679 -2.2405 1.5065
H -3.6627 2.3837 2.1739
O 0.7316 3.0004 0.8099
H -1.6289 -0.0621 5.9303
H 0.2471 1.1645 -4.9322
H -1.6138 2.7408 -6.0842
H -1.2121 1.5864 2.1433
H 4.3613 -1.4038 -6.7194
N -2.4912 -0.3753 -3.9610
C -3.2069 1.5147 -5.3437
H 6.3373 -0.2893 -3.1583
C -3.3741 1.1096 5.2397
H -0.0380 -2.4388 4.7403
H 6.4267 -1.0369 -5.4114
F 3.9587 0.0320 -1.7873
H 2.4480 3.9728 1.0790
H -0.5623 -0.2540 0.5476
H -3.4500 -0.3256 1.8124
C -3.4709 0.3931 -4.5416
C -1.8242 1.8400 -5.5268
C -1.8956 1.4528 2.9688
C -1.2611 0.0559 -4.0557
H -0.0759 -1.2548 -0.7463
C 2.8902 -3.8633 4.3143
H 3.6253 0.1504 0.8974
C -2.0877 0.4839 5.1193
H -3.9245 2.1640 -5.8231
C 4.1050 -0.3976 -3.0245
H -3.9319 1.0594 6.1631
C -0.8263 1.0451 -4.9210
H 3.8015 -0.2429 3.2984
C 2.9364 -0.7464 -3.6908
C 4.2592 -1.2114 -5.6616
H 2.0245 -0.6802 -3.1159
N -5.5081 -1.7685 -0.4322
C 5.3840 -0.4984 -3.6208
C 2.2627 -2.7471 2.1571
C -4.5655 0.2854 -1.3809
H 0.8458 2.4393 0.0394
C -1.3613 0.6659 3.9703
C -4.8254 -1.5110 0.7229
O 1.0390 0.2749 -0.5217
H 2.1249 -1.3381 -5.5365
C 3.1289 -3.5356 2.9358
C 1.4525 4.2058 0.7010
C 5.4467 -0.9569 -4.9647
H 1.5612 4.6325 -0.2961
C 1.7358 -3.4485 4.9273
H 1.2118 0.6412 0.3487
H -3.3101 1.4025 -0.0133
C -3.9054 1.8193 4.1868
H 2.4540 -2.2975 1.1939
C 3.7523 0.6965 2.7477
C -5.3193 -0.8944 -1.4272
C -3.8469 0.4865 -0.2108
H 4.0924 -3.8189 2.5384
H 0.9450 4.9868 1.2673
C 1.1024 -2.4256 2.7954
H 4.7937 0.9833 2.6017
H -0.4477 -0.3457 -3.4696
C -3.1910 1.9440 3.0403
H -4.4877 0.0339 -4.4823
H 3.6663 -4.2538 4.9558
C 0.8300 -2.7378 4.1714
C -0.2043 -0.2054 -0.4808
H -4.5387 0.9973 -2.1927
```

---

# C11H15NSi

A 2-piece molecular cluster, C11H15NSi overall in a non-equilibrium geometry (ωB97M-V with the def2-TZVPD basis set, the OMol25 dataset).

## Properties
**DFT total energy**: -772.23243 Eh
**F_max**: 0.075 Eh/bohr
**Energy relative to the best compared isomer or geometry (same formula, charge and spin)**: 450.9 kJ/mol
**HOMO-LUMO gap (alpha / beta)**: 0.1899 / 0.1900 hartree
**E_HOMO (alpha / beta)**: -0.28332 / -0.28339 hartree
**Lowest unoccupied orbital energy (alpha / beta)**: -2.542 / -2.542 eV

```
28
C11H15NSi, DFT ωB97M-V with the def2-TZVPD basis set
H -3.2635 -1.7766 -0.7761
C 0.5481 -1.7521 1.3096
H 1.3695 3.7001 2.7044
C 0.0961 -0.9180 2.3395
C -2.2017 0.0582 -3.4356
C -2.2437 -1.4232 -0.5663
H 3.0725 3.2693 0.8001
C 2.3412 1.3466 0.5429
N 0.3445 -0.5159 -1.7788
H -1.6342 0.0188 -4.3192
C 2.3682 2.5120 1.3003
H -2.4377 -0.5224 0.0590
Si -1.1848 -1.1480 -2.1693
H -0.0830 1.7325 3.6275
H 2.9595 1.2479 -0.3121
H 1.0937 -1.0574 -2.1533
H -3.2287 -0.2072 -3.5788
C 0.7525 0.4257 2.1850
H -1.6151 -2.0901 -0.0989
H 0.0961 -2.7343 1.0053
C 1.4401 2.6952 2.3062
C 0.5474 1.6495 2.7903
C 1.5763 0.2951 1.0596
H -1.2780 -2.4971 -2.8985
H -0.7567 -0.9660 2.9120
C 1.5541 -1.0915 0.5501
H -2.2433 1.1692 -3.0633
H 2.0106 -1.4201 -0.3419
```